{
  "formula": "C48H43ClGaNP2S",
  "method": "wB97M-V/def2-TZVPD",
  "symbols": ["H", "C", "C", "C", "H", "C", "C", "H", "H", "C", "Ga", "H", "C", "C", "H", "H", "C", "H", "H", "H", "S", "C", "C", "H", "C", "H", "C", "C", "H", "C", "C", "C", "H", "C", "H", "H", "C", "H", "H", "H", "H", "C", "H", "C", "H", "C", "H", "H", "C", "H", "H", "H", "H", "C", "C", "H", "H", "H", "C", "H", "C", "C", "C", "C", "P", "C", "C", "C", "H", "H", "C", "H", "H", "N", "C", "C", "C", "Cl", "C", "C", "C", "C", "H", "H", "C", "C", "H", "C", "H", "P", "C", "H", "C", "C", "H", "H", "C"],
  "positions_angstrom": [[3.092, -6.446, -1.371], [-1.202, -3.065, -2.354], [4.027, -4.672, -2.197], [2.223, -2.147, 4.945], [4.981, -5.162, -2.413], [2.253, 4.478, -3.997], [1.083, -2.654, 5.582], [-2.163, 1.208, -2.905], [0.177, 4.435, -3.390], [-1.866, -4.524, -4.168], [0.441, 0.048, -1.387], [1.606, 2.105, 4.080], [3.868, -3.320, -2.518], [-2.260, 1.973, 4.246], [2.095, 5.258, -4.748], [2.191, 3.860, 0.142], [-0.535, -3.327, 0.332], [1.816, 0.179, -2.474], [-3.318, 5.996, -2.390], [4.751, 2.571, -2.601], [0.880, 0.356, 2.076], [2.664, -2.717, -2.191], [2.118, -1.336, 3.822], [0.445, 3.264, 5.880], [-2.221, -4.572, 1.588], [-2.036, 4.750, 2.594], [-1.269, -4.902, 2.552], [-1.918, 4.443, -1.870], [-3.345, 1.911, 4.222], [2.981, -5.382, -1.585], [3.747, 2.970, -2.789], [-3.060, 4.941, -2.507], [-2.080, 3.207, 6.010], [0.083, 5.208, 2.444], [-1.658, -5.391, -4.807], [-1.538, -5.478, 3.441], [-3.312, -2.678, -3.514], [-0.797, -0.571, 0.791], [0.988, -5.291, -0.757], [-3.240, -4.951, 1.699], [0.798, -4.740, 3.160], [-0.287, -1.490, 3.958], [-1.318, 5.109, -1.250], [-0.945, -4.157, -3.178], [0.072, 5.861, 3.323], [-1.557, 3.092, -2.029], [-4.219, -2.074, -3.656], [-4.768, 4.482, -3.775], [0.094, 3.408, 0.267], [-2.632, -1.486, -1.875], [-2.598, -3.480, -0.240], [1.161, -3.334, 6.432], [4.661, -2.735, -3.006], [0.052, -4.455, 2.409], [-3.511, 2.755, -3.454], [-2.189, 0.820, 2.444], [-1.280, -1.245, 3.604], [3.022, -0.955, 3.349], [-1.857, -3.760, 0.503], [1.406, -3.231, 1.271], [0.858, -1.025, 3.314], [-1.558, 2.673, 5.223], [1.377, 3.038, -2.261], [-1.592, 1.335, 3.199], [0.060, -2.470, -1.181], [-2.417, -2.354, -2.498], [2.669, 2.529, -2.022], [1.175, 4.027, -3.230], [3.227, -2.388, 5.282], [-2.005, 3.164, 0.705], [1.265, 4.961, 1.749], [-1.095, -2.634, 5.527], [2.173, 5.484, 2.049], [0.125, -0.110, 0.666], [-0.162, 2.710, 5.165], [-3.859, 4.103, -3.300], [1.270, 4.050, 0.686], [-0.568, -0.234, -3.449], [-0.198, 1.372, 3.139], [0.509, 2.074, 4.127], [-0.168, -2.293, 5.080], [0.392, -3.634, 1.344], [2.542, -1.688, -2.457], [4.379, 4.306, -4.364], [-3.033, -3.771, -4.351], [-1.077, 3.663, 1.000], [2.809, 1.742, -1.275], [-1.098, 4.565, 2.057], [-3.752, -4.049, -5.131], [-0.023, 2.403, -1.273], [1.785, -4.742, -1.253], [-0.012, -4.706, -3.075], [-2.404, 2.259, -2.782], [1.611, -3.386, -1.561], [-4.093, 2.073, -4.082], [2.556, 0.051, -2.760], [3.531, 3.942, -3.778]],
  "energy_ev": -146260.1595,
  "charge": 2,
  "e_homo_ev": -13.509,
  "gap_ev": 6.72,
  "relative_energy_kcal_mol": 22.9,
  "fmax_ev_per_a": 3.1
}

---

{
  "formula": "C48H43F19GeN8OSSc",
  "method": "wB97M-V/def2-TZVPD",
  "symbols": ["C", "Ge", "N", "C", "H", "C", "H", "C", "O", "C", "H", "F", "C", "H", "C", "H", "F", "H", "F", "H", "C", "N", "F", "H", "H", "F", "H", "C", "H", "H", "C", "F", "C", "C", "H", "H", "H", "C", "H", "C", "H", "F", "H", "N", "H", "C", "F", "C", "N", "C", "F", "H", "C", "C", "H", "H", "H", "F", "F", "H", "H", "Sc", "C", "C", "H", "F", "H", "C", "H", "H", "H", "H", "C", "C", "N", "C", "N", "C", "H", "C", "C", "C", "C", "C", "C", "H", "F", "F", "N", "C", "S", "C", "C", "C", "C", "C", "C", "H", "N", "C", "H", "C", "H", "C", "H", "F", "F", "C", "C", "C", "F", "H", "H", "H", "C", "F", "H", "H", "C", "F", "H", "C"],
  "positions_angstrom": [[1.847, 0.989, 3.130], [-1.118, -2.110, 3.040], [2.552, 1.351, 1.923], [-3.315, -5.878, 1.110], [1.305, 4.491, 1.414], [-3.071, -1.933, -0.922], [4.526, 1.063, 2.774], [-3.796, 0.638, 4.833], [-2.207, 1.067, 0.036], [1.164, 3.397, 1.551], [3.053, 2.878, 0.686], [-4.424, 1.813, 4.603], [-1.929, -5.799, 1.079], [0.798, 1.294, 3.105], [-2.064, 4.524, -1.853], [-1.978, 1.712, -4.904], [-1.322, 4.822, 2.189], [-2.364, -0.842, -5.954], [-2.450, 4.276, -3.148], [-0.320, -3.036, -1.239], [0.292, -1.278, -2.327], [3.067, 3.250, -1.841], [2.074, -5.581, 5.507], [4.397, 1.082, 1.031], [2.024, -3.772, -4.834], [3.550, -3.555, 6.513], [-2.477, 1.279, 0.947], [4.012, -0.285, -1.479], [4.231, -1.012, -2.309], [1.185, 3.560, -2.675], [-1.271, 0.926, -4.574], [-2.510, -3.214, 5.443], [1.518, -3.060, -4.165], [2.054, 1.164, -4.576], [4.843, 3.344, -0.607], [4.703, -0.501, -0.671], [-2.714, 0.264, -0.218], [5.465, 1.574, -2.334], [-2.119, -1.852, -0.409], [1.888, -1.963, 6.026], [3.827, 4.772, -0.672], [-4.222, -2.128, 7.230], [2.477, 4.679, -3.303], [-0.818, -0.468, -1.953], [0.915, -4.596, -2.762], [-1.323, 4.805, 0.825], [0.030, -4.582, 1.602], [-2.116, 5.772, 0.187], [0.269, 2.883, 0.510], [1.605, 0.606, -3.338], [-5.463, -5.002, 1.654], [-3.842, -0.328, -5.159], [-1.261, 3.620, -1.196], [-4.426, -0.887, -2.623], [-3.093, 6.431, -1.651], [5.439, 2.566, -2.766], [-3.233, -3.009, -1.165], [-4.271, -2.697, 2.410], [-2.595, 6.844, 0.909], [-0.650, 1.398, -3.820], [2.327, 1.455, 4.040], [-0.011, 0.934, -0.422], [2.067, 4.143, -2.436], [2.563, 0.289, -5.542], [4.864, 4.406, -2.084], [0.259, -0.382, 5.371], [0.709, 3.254, 2.570], [0.781, -1.643, 5.253], [3.780, -0.355, 1.891], [5.812, 0.816, -3.068], [1.789, 4.894, -1.704], [-0.678, 0.524, -5.436], [-3.833, -1.457, 6.129], [2.355, -1.103, -5.458], [-2.077, -0.149, -3.994], [4.221, 3.967, -1.282], [-3.070, -1.088, -2.145], [1.190, -0.764, -3.345], [-4.704, -1.653, -3.348], [-4.179, -0.114, 5.929], [-1.938, -0.583, -2.704], [1.653, -1.646, -4.361], [0.286, -2.661, -2.072], [1.636, -4.316, 5.385], [-1.311, -4.698, 1.646], [6.170, 1.581, -1.496], [-3.930, -6.978, 0.666], [-1.240, -6.772, 0.465], [1.692, 1.324, -2.132], [-2.907, -0.862, -4.993], [0.018, -1.058, 1.438], [-2.891, 0.100, 3.952], [2.963, 1.884, -1.932], [2.340, -3.260, 6.003], [-3.433, -3.766, 2.118], [3.877, 0.726, 1.927], [-4.096, -4.901, 1.665], [3.082, 0.774, -6.364], [4.117, 1.143, -1.813], [0.850, -3.527, -3.046], [2.017, 2.251, -4.673], [-2.343, -1.142, 4.194], [2.651, -1.732, -6.297], [-2.054, -3.643, 2.186], [2.993, -0.480, -1.058], [-2.545, 0.802, 2.808], [-0.881, 2.462, -1.894], [-2.943, -1.927, 5.205], [0.178, -2.605, 4.479], [0.493, -3.942, 4.722], [2.595, -1.070, 6.718], [1.906, -0.105, 3.221], [3.106, 3.360, 2.391], [-3.132, -1.878, -4.665], [2.545, 2.754, 1.625], [-4.943, 0.480, 6.875], [-4.533, 0.093, -3.145], [-5.065, -0.895, -1.718], [-0.697, 3.784, 0.097], [-0.379, -4.878, 4.291], [-3.889, -1.592, -0.286], [-2.531, 5.649, -1.159]],
  "energy_ev": -204117.8240,
  "charge": 1,
  "e_homo_ev": -9.973,
  "gap_ev": 7.13,
  "relative_energy_kcal_mol": 0.0,
  "fmax_ev_per_a": 2.4
}